Here is a structure of composition C22H30BMoN8SSe4 from OMol25. Energies are from ωB97M-V/def2-TZVPD.

Each line ends with the Mulliken spin population.
Cartesian coordinates (Å):
1 Mo 2.01461 0.97716 1.29812  2.05
2 C 2.77729 4.15155 3.17131  0.00
3 C 1.39192 3.59301 3.16759  0.01
4 C 0.25818 4.18260 3.72554  0.01
5 C -0.81092 3.39126 3.35904  0.02
6 C -2.26275 3.56139 3.65858  0.00
7 N -0.33201 2.36454 2.63695  0.02
8 N 1.02701 2.46801 2.53017  -0.10
9 B -1.08408 1.44144 1.65197  0.04
10 N -0.67727 -0.01172 1.97691  0.01
11 N 0.64590 -0.35329 2.05345  -0.10
12 C 0.72395 -1.64385 2.44052  0.04
13 C 2.00171 -2.39214 2.57759  0.02
14 C -0.56604 -2.11506 2.63003  0.01
15 C -1.42062 -1.06626 2.31847  0.04
16 C -2.90993 -1.03884 2.30890  0.00
17 N -0.58557 1.82400 0.22056  -0.02
18 N 0.75975 1.94711 -0.01017  -0.03
19 C 0.93325 2.47067 -1.24160  -0.01
20 C 2.28983 2.76664 -1.78352  0.01
21 C -0.31655 2.65850 -1.80903  0.00
22 C -1.24580 2.22876 -0.86555  0.01
23 C -2.72862 2.14342 -0.98077  0.00
24 H 2.71968 5.23962 3.17371  0.00
25 H 3.33518 3.84640 2.29044  0.00
26 H 3.34037 3.84093 4.05127  0.00
27 H 0.21786 5.09037 4.30532  0.00
28 H -2.39078 4.31093 4.43612  0.00
29 H -2.70586 2.62695 4.00079  0.00
30 H -2.81266 3.89003 2.77532  0.00
31 H -2.26398 1.58794 1.73827  0.00
32 H 2.80687 -1.76107 2.94733  0.00
33 H 2.30594 -2.78929 1.60851  0.00
34 H 1.86406 -3.22459 3.26541  0.00
35 H -0.84753 -3.10408 2.95241  0.00
36 H -3.29265 -2.03019 2.53903  0.00
37 H -3.28500 -0.73845 1.33004  0.00
38 H -3.30182 -0.33848 3.04739  0.00
39 H 2.99315 3.00178 -0.98493  0.00
40 H 2.24635 3.61907 -2.45977  0.00
41 H 2.68025 1.90882 -2.33040  0.00
42 H -0.53339 3.05548 -2.78734  0.00
43 H -3.04130 2.49343 -1.96173  0.00
44 H -3.22821 2.74336 -0.21890  0.00
45 H -3.05464 1.10805 -0.86330  0.00
46 Se 3.86340 0.98141 2.85164  -0.14
47 Se 5.42956 1.66966 1.25227  0.03
48 Se 5.46920 -0.21237 -0.11232  0.03
49 Se 3.14924 -0.52708 -0.41371  0.06
50 N 1.42972 -2.31597 -2.94642  0.00
51 C 0.28665 -2.24476 -2.25156  0.00
52 S 0.08758 -1.14137 -0.98301  0.00
53 N -0.72265 -3.08097 -2.56959  0.00
54 C -0.96125 -3.88995 -3.71396  0.00
55 C -0.30395 -3.74215 -4.93183  0.00
56 C -0.64771 -4.56211 -6.00104  0.00
57 C -1.64169 -5.51682 -5.87639  0.00
58 C -2.30255 -5.65404 -4.66234  0.00
59 C -1.96439 -4.84934 -3.58996  0.00
60 H 2.19707 -1.76160 -2.60043  0.00
61 H 1.64497 -3.12914 -3.49872  0.00
62 H -1.47724 -3.04632 -1.90261  0.00
63 H 0.43048 -2.96798 -5.08858  0.00
64 H -0.13316 -4.43705 -6.94537  0.00
65 H -1.90604 -6.14416 -6.71718  0.00
66 H -3.08622 -6.39193 -4.54833  0.00
67 H -2.47610 -4.96181 -2.64062  0.00

Calculated values
* HOMO-LUMO gap (spin up / spin down): 0.1987 / 0.2262 Ha
* E_HOMO (spin up / spin down): -10.03 / -10.29 eV
* relative energy (zero: lowest compared OMol25 entry of this formula, charge and spin): 124.8 kJ/mol
* E_LUMO (spin up / spin down): -4.63 / -4.14 eV
* total charge: +1
* spin multiplicity: 3



Here is a cluster of 2 separate species, C5H10O in total at a distorted geometry from OMol25. Energies are from ωB97M-V/def2-TZVPD.

Each line ends with the Mulliken charge.
Cartesian coordinates (Å):
1 C -1.16963 -0.26308 -2.09128  -0.61
2 C -1.97981 -0.51169 -1.00956  -0.12
3 C -1.68147 -0.98260 0.34953  -0.69
4 H -1.61892 -0.60137 -3.01851  0.22
5 H -0.32053 0.32097 -2.05749  0.32
6 H -3.10563 -0.62123 -1.12982  0.22
7 H -2.20712 -0.41907 1.10306  0.27
8 H -1.86265 -2.07679 0.24606  0.25
9 H -0.65000 -0.90934 0.59617  0.12
10 C 2.08806 -0.11367 -0.03984  -0.83
11 C 1.73622 1.00118 0.65326  0.20
12 O 1.08277 0.86998 1.87221  -0.50
13 H 2.64124 -0.13748 -0.95766  0.31
14 H 1.92150 -1.02938 0.56744  0.22
15 H 2.05189 2.05605 0.35954  0.27
16 H 0.52789 1.67693 2.14084  0.34

Calculated values
* HOMO-LUMO gap: 0.3443 Ha
* E_HOMO: -8.62 eV
* relative energy (zero: lowest compared OMol25 entry of this formula, charge and spin): 317.5 kJ/mol
* E_LUMO: 0.75 eV
* SMILES: C=CC.C=CO



Here is a cluster of 2 separate species, C3H3NO in total at a distorted geometry from OMol25. Energies are from ωB97M-V/def2-TZVPD.

Each line ends with the Mulliken charge.
Cartesian coordinates (Å):
1 O 0.45975 -1.63860 0.02556  0.05
2 C 1.08526 -0.55812 0.26698  -0.14
3 C -0.41762 1.70607 -0.00144  -0.35
4 C -0.79483 0.56439 0.04165  -0.35
5 N -0.63156 -2.18246 0.00405  -0.25
6 H 1.96212 -0.37833 -0.36699  0.27
7 H -0.14616 2.72629 0.00871  0.39
8 H -1.51696 -0.23924 0.02149  0.39

Calculated values
* HOMO-LUMO gap (spin up / spin down): 0.3035 / 0.3121 Ha
* E_HOMO (spin up / spin down): -7.94 / -9.13 eV
* relative energy (zero: lowest compared OMol25 entry of this formula, charge and spin): 942.6 kJ/mol
* E_LUMO (spin up / spin down): 0.32 / -0.64 eV



Here is a cluster of 2 separate species, CH2NOS3 in total at a distorted geometry from OMol25. Energies are from ωB97M-V/def2-TZVPD.

Each line ends with the Mulliken charge.
Cartesian coordinates (Å):
1 C 0.32062 0.69037 1.29699  0.35
2 N 0.00583 0.04657 -0.86831  -0.39
3 O 1.01060 -1.01094 -1.05925  -0.40
4 S -1.51272 -0.43259 -1.04038  -0.13
5 S 1.84843 0.54961 1.67998  -0.33
6 S -1.10247 1.23626 1.76646  -0.40
7 H -1.92430 -0.21373 0.14284  0.00
8 H 1.35401 -0.86555 -1.91833  0.30

Calculated values
* HOMO-LUMO gap (spin up / spin down): 0.2404 / 0.2403 Ha
* E_HOMO (spin up / spin down): -3.11 / -3.11 eV
* relative energy (zero: lowest compared OMol25 entry of this formula, charge and spin): 424.8 kJ/mol
* E_LUMO (spin up / spin down): 3.43 / 3.43 eV
* total charge: -1



- Number 1 is which compound?
  C22H30BMoN8SSe4